# C3H7IN

An isolated ion of composition C3H7IN and charge +1 at a distorted geometry (wB97M-V/def2-TZVPD, the Open Molecules 2025 dataset).

Last column: natural (NBO) charge in e.
Geometry (Å):
C -1.640 0.838 -0.040  0.024
C 0.745 0.844 0.033  -0.385
C -0.555 -1.287 0.006  -0.428
N -0.543 0.191 -0.012  -0.273
I -3.511 -0.007 0.003  0.394
H -1.467 1.985 -0.039  0.258
H 1.113 0.929 1.176  0.247
H 0.539 1.802 -0.303  0.220
H 1.413 0.362 -0.504  0.226
H -1.285 -1.487 -0.802  0.231
H -0.865 -1.801 0.933  0.262
H 0.294 -1.565 -0.424  0.224

Its charge is +1. The LUMO energy comes out at -4.8478 eV. The calculation puts the energy relative to the best compared isomer or geometry (same formula, charge and spin) at 40.7 kcal per mole. Its highest occupied orbital energy is -14.8 eV. The value obtained for the electronic energy is -470.63842 a.u. The HOMO-LUMO gap is 9.936 eV.

# C3H7IN

A 2-piece molecular cluster, C3H7IN overall at a distorted geometry (wB97M-V/def2-TZVPD, the Open Molecules 2025 dataset).

Last column: natural (NBO) charge in e.
Geometry (Å):
C 0.702 0.501 0.886  -0.252
C 0.772 0.554 -0.657  -0.203
C -0.648 -1.458 0.020  0.091
N 0.101 -0.453 0.114  -0.278
I -3.240 -0.053 -0.008  0.051
H 1.618 0.355 1.586  0.279
H 0.146 1.296 1.520  0.267
H 0.209 1.223 -1.185  0.237
H 1.582 0.283 -1.228  0.241
H -0.786 -1.999 -0.939  0.265
H -0.865 -1.877 1.019  0.241
H -2.473 0.126 1.241  0.060

Its charge is +1. The LUMO energy comes out at -4.9401 eV. The calculation puts the energy relative to the best compared isomer or geometry (same formula, charge and spin) at 79.8 kcal per mole. Its highest occupied orbital energy is -14.1 eV. The value obtained for the electronic energy is -470.57618 a.u. The HOMO-LUMO gap is 9.181 eV.

# C3H7IN2

One molecule with the formula C3H7IN2 at a distorted geometry (wB97M-V/def2-TZVPD, the Open Molecules 2025 dataset).

Last column: natural (NBO) charge in e.
Geometry (Å):
C 0.157 -0.292 1.212  -0.240
C 0.519 -1.393 0.196  -0.095
C -0.593 1.437 -0.493  -0.439
N 1.056 -0.306 -0.570  -0.479
N 0.431 0.744 0.230  -0.290
I -1.236 -2.286 -0.810  -0.082
H -0.869 -0.230 1.609  0.212
H 0.873 -0.339 1.960  0.211
H 1.228 -2.174 0.261  0.216
H -1.546 0.892 -0.345  0.188
H -0.697 2.455 -0.043  0.205
H -0.328 1.645 -1.573  0.212
H 1.004 -0.153 -1.634  0.379

The LUMO energy comes out at 0.5657 eV. The calculation puts the energy relative to the best compared isomer or geometry (same formula, charge and spin) at 65.9 kcal per mole. Its highest occupied orbital energy is -7.9 eV. The value obtained for the electronic energy is -525.60620 a.u. The HOMO-LUMO gap is 8.475 eV.

# C3H7INS

An isolated ion of composition C3H7INS and charge +1 at a distorted geometry (wB97M-V/def2-TZVPD, the Open Molecules 2025 dataset).

Last column: natural (NBO) charge in e.
Geometry (Å):
C 0.007 0.951 0.560  -0.247
C -0.701 -0.155 1.345  -0.568
C -0.025 -0.835 -1.028  -0.378
N 0.865 0.159 -0.413  -0.594
S -1.271 -1.350 0.112  0.365
I -0.685 0.036 -3.160  0.146
H -0.720 1.567 -0.001  0.251
H 0.655 1.735 1.039  0.263
H 0.099 -0.706 1.917  0.231
H -1.576 0.212 1.919  0.290
H 0.628 -1.980 -1.230  0.302
H 1.159 0.806 -1.168  0.481
H 1.565 -0.440 0.107  0.460

Its charge is +1. The LUMO energy comes out at -4.9606 eV. The calculation puts the energy relative to the best compared isomer or geometry (same formula, charge and spin) at 12.1 kcal per mole. Its highest occupied orbital energy is -13.3 eV. The value obtained for the electronic energy is -868.82004 a.u. The HOMO-LUMO gap is 8.351 eV.

# C3H7IS2

A 2-piece molecular cluster, C3H7IS2 overall at a distorted geometry (wB97M-V/def2-TZVPD, the Open Molecules 2025 dataset).

Last column: natural (NBO) charge in e.
Geometry (Å):
C -1.750 2.189 -0.996  -0.428
C 2.313 -2.270 -0.182  -0.781
C -2.671 1.980 -0.061  -0.346
S 1.583 -0.609 -0.393  0.091
S 1.479 0.075 1.470  -0.091
I -2.504 0.324 1.239  0.104
H -1.044 1.361 -1.091  0.213
H -1.880 2.874 -1.808  0.219
H 0.480 -0.554 1.900  0.096
H 1.603 -2.979 0.222  0.217
H 3.165 -2.323 0.586  0.231
H 2.879 -2.682 -1.069  0.239
H -3.653 2.616 0.184  0.236

The LUMO energy comes out at 0.4120 eV. The calculation puts the energy relative to the best compared isomer or geometry (same formula, charge and spin) at 12.6 kcal per mole. Its highest occupied orbital energy is -8.9 eV. The value obtained for the electronic energy is -1212.50593 a.u. The HOMO-LUMO gap is 9.361 eV.

# C3H7InNO

C3H7InNO as an isolated structure at a distorted geometry (wB97M-V/def2-TZVPD, the Open Molecules 2025 dataset).

Last column: natural (NBO) charge in e.
Geometry (Å):
In 1.738 4.354 1.529  1.157
C 0.892 -0.312 -1.291  -0.698
C 0.498 0.488 -0.074  0.652
O 1.019 1.575 0.144  -0.194
N -0.523 0.042 0.783  -0.079
C -1.286 -1.108 0.594  -0.488
H 1.888 -0.040 -1.646  0.337
H 0.167 -0.105 -2.093  0.330
H 0.906 -1.382 -1.020  0.311
H -0.800 0.746 1.491  0.494
H -0.694 -2.032 0.854  0.432
H -1.622 -1.173 -0.486  0.418
H -2.183 -1.052 1.216  0.329

Its charge is +3. The LUMO energy comes out at -20.0585 eV. The calculation puts the energy relative to the best compared isomer or geometry (same formula, charge and spin) at 21.3 kcal per mole. Its highest occupied orbital energy is -23.6 eV. The value obtained for the electronic energy is -437.18362 a.u. The HOMO-LUMO gap is 3.518 eV.

# C3H7N

A 2-piece molecular cluster, C3H7N overall at a distorted geometry (wB97M-V/def2-TZVPD, the Open Molecules 2025 dataset).

Last column: natural (NBO) charge in e.
Geometry (Å):
C 0.091 -0.401 1.264  -0.747
C -0.002 0.102 -0.078  0.219
C 0.145 -0.751 -1.189  -0.641
N -0.201 1.500 -0.209  -0.810
H 1.839 -0.410 0.017  0.378
H -0.568 0.132 1.987  0.196
H 0.140 -1.462 1.408  0.204
H -0.207 -0.378 -2.159  0.208
H 0.003 -1.805 -1.036  0.213
H -0.179 1.867 0.751  0.389
H -1.060 1.607 -0.757  0.390

The LUMO energy comes out at -1.4113 eV. The calculation puts the energy relative to the best compared isomer or geometry (same formula, charge and spin) at 136.6 kcal per mole. Its highest occupied orbital energy is -6.9 eV. The value obtained for the electronic energy is -173.02442 a.u. The HOMO-LUMO gap is 5.495 eV.

# C3H7N

One molecule with the formula C3H7N at a distorted geometry (wB97M-V/def2-TZVPD, the Open Molecules 2025 dataset).

Last column: natural (NBO) charge in e.
Geometry (Å):
C 0.073 0.466 -1.244  -0.663
C 0.057 0.051 0.206  0.195
C -0.565 0.576 1.251  -0.509
N 0.824 -1.159 0.406  -0.816
H 0.015 1.556 -1.317  0.227
H -0.812 0.109 -1.765  0.230
H 1.044 0.166 -1.630  0.221
H -0.735 0.161 2.235  0.202
H -1.073 1.536 1.179  0.196
H 0.797 -1.730 -0.446  0.354
H 0.376 -1.732 1.124  0.365

The LUMO energy comes out at 1.1026 eV. The calculation puts the energy relative to the best compared isomer or geometry (same formula, charge and spin) at 6.6 kcal per mole. Its highest occupied orbital energy is -8.5 eV. The value obtained for the electronic energy is -173.23160 a.u. The HOMO-LUMO gap is 9.570 eV.

# C3H7N2O

A 2-piece molecular cluster, C3H7N2O overall at a distorted geometry (wB97M-V/def2-TZVPD, the Open Molecules 2025 dataset).

Last column: Mulliken spin population.
Geometry (Å):
C -0.184 -0.219 -1.218  0.081
C -0.679 1.032 -0.770  -0.042
N -1.907 1.313 -1.354  0.120
C -2.197 0.320 -2.279  0.665
N -1.249 -0.702 -2.143  0.205
H 0.663 -0.783 -0.820  0.004
H -0.371 1.748 0.011  -0.005
H -2.638 2.157 -1.093  -0.006
H -2.901 0.163 -3.061  0.001
H -1.345 -1.523 -2.778  -0.023
H 3.967 -1.693 5.493  0.000
H 5.013 -0.529 5.342  0.000
O 4.758 -1.326 5.873  0.000

Its spin multiplicity is 2. The LUMO energy (spin up / spin down) comes out at 0.9574 / 0.9063 eV. The calculation puts the energy relative to the best compared isomer or geometry (same formula, charge and spin) at 26.8 kcal per mole. Its highest occupied orbital energy (spin up / spin down) is -4.2 / -8.3 eV. The value obtained for the electronic energy is -303.12849 a.u. The HOMO-LUMO gap (spin up / spin down) is 5.201 / 9.179 eV. As for the expectation value of S²: 0.7579.

# C3H7N2O

An isolated ion of composition C3H7N2O and charge +1 at a distorted geometry (wB97M-V/def2-TZVPD, the Open Molecules 2025 dataset).

Last column: natural (NBO) charge in e.
Geometry (Å):
C -1.010 0.578 0.628  0.394
C 0.827 0.751 -0.571  -0.264
C 0.613 -0.754 0.005  0.248
N -0.356 -0.470 1.022  -0.556
N -0.418 1.335 -0.170  -0.474
O 0.066 -1.505 -0.936  -0.692
H -2.018 0.928 0.941  0.248
H 1.779 1.165 -0.326  0.255
H 0.635 0.529 -1.612  0.255
H 1.598 -1.154 0.488  0.203
H -0.705 -1.215 1.582  0.437
H -0.848 2.189 -0.342  0.442
H -0.161 -2.377 -0.710  0.503

Its charge is +1. The LUMO energy comes out at -3.3562 eV. The calculation puts the energy relative to the best compared isomer or geometry (same formula, charge and spin) at 32.6 kcal per mole. Its highest occupied orbital energy is -15.6 eV. The value obtained for the electronic energy is -302.98812 a.u. The HOMO-LUMO gap is 12.212 eV.